# 1
C19H47N5O7S2 | the ωB97M-V functional and the def2-TZVPD basis

As for the electronic energy: -2348.82335 Ha. The calculation puts the frontier orbital gap at 8.863 eV. The energy relative to the best compared isomer or geometry (same formula, charge and spin) comes out at 461.3 kJ/mol. As for the LUMO energy: -0.005 Eh.

Structure (ORCA input):
```
! wB97M-V def2-TZVPD RIJCOSX def2/J DEFGRID3
* xyz 0 1
C 3.2405 -1.9541 1.8971
S 3.1987 -3.1885 0.4861
O 1.8879 -3.9361 0.4945
C 3.2891 -1.8851 -0.9152
H 2.4935 -1.1849 1.7010
H 4.1708 -1.4645 2.1849
H 2.8493 -2.4050 2.8090
H 2.6395 -2.1764 -1.7406
H 4.2831 -1.7966 -1.3535
H 3.0527 -0.8985 -0.5166
C 0.3556 0.6852 0.8450
S -1.3179 0.0107 0.3884
O -1.1858 -0.5243 -1.0451
C -1.1789 -1.5951 1.3588
H 0.5099 0.2557 1.8348
H 0.5311 1.7608 0.8264
H 0.9777 0.1747 0.1098
H -2.1104 -2.1601 1.3271
H -0.9758 -1.3737 2.4066
H -0.3298 -2.2160 1.0729
C -5.1135 -1.6557 -5.2587
O -5.8363 -2.3782 -5.9711
N -4.4716 -2.0420 -4.1080
C -3.8074 -1.0641 -3.1701
C -4.1886 -3.4088 -3.8798
H -4.9350 -0.5938 -5.4883
H -4.0928 -1.2747 -2.1395
H -4.2278 -0.0597 -3.2204
H -2.7201 -1.0652 -3.2468
H -4.9507 -4.1219 -4.1938
H -3.1794 -3.5647 -4.2611
H -4.1246 -3.4258 -2.7918
C 1.0255 -0.1727 4.8350
O -0.1127 0.2869 4.6689
N 2.2047 0.3374 4.3601
C 2.3021 1.5182 3.5263
C 3.4476 -0.2809 4.6370
H 1.2284 -0.9538 5.5839
H 1.3222 1.9486 3.3198
H 2.8471 1.3862 2.5917
H 2.7891 2.2114 4.2122
H 3.3316 -1.3234 4.9333
H 4.1338 -0.1604 3.7988
H 3.9173 0.3126 5.4214
C 2.3387 0.1546 -4.0313
O 3.2508 -0.6362 -4.2320
N 1.1184 -0.1321 -3.6012
C 0.2556 0.9128 -3.1383
C 0.7732 -1.5228 -3.2960
H 2.5180 1.2401 -4.0747
H 0.3493 1.0807 -2.0654
H -0.7922 0.6277 -3.2335
H 0.4496 1.8587 -3.6439
H 1.4413 -2.2995 -3.6681
H 0.6759 -1.6037 -2.2134
H -0.1901 -1.7702 -3.7420
C -4.2883 -1.1207 3.3469
O -5.2463 -1.7829 2.8660
N -3.9415 0.0666 2.7870
C -3.0728 1.0704 3.4190
C -4.6304 0.5406 1.5655
H -3.8408 -1.3148 4.3340
H -2.4293 1.4965 2.6492
H -2.5604 0.5588 4.2337
H -3.6387 1.8948 3.8528
H -5.3734 -0.2080 1.2903
H -5.1471 1.4815 1.7546
H -3.9504 0.6026 0.7159
C 3.2240 3.8368 -2.2986
O 4.1428 3.2046 -2.8057
N 2.8253 3.6992 -1.0115
C 1.7598 4.5982 -0.4969
C 3.3909 2.6507 -0.1312
H 2.5570 4.5672 -2.7822
H 0.8128 4.1162 -0.2540
H 1.4313 5.4049 -1.1522
H 2.2046 4.9647 0.4282
H 4.1884 2.1586 -0.6879
H 3.6308 3.0625 0.8491
H 2.5943 1.9568 0.1372
*
```



# 2
C20H10Cl5N7S2Ti | the ωB97M-V functional and the def2-TZVPD basis

As for the electronic energy: -5098.42593 Ha. The calculation puts the frontier orbital gap (alpha / beta) at 7.007 / 6.997 eV. The expectation value of S² is 0.755. The energy relative to the best compared isomer or geometry (same formula, charge and spin) comes out at 17.8 kJ/mol. As for the LUMO energy (alpha / beta): 0.063 / 0.063 Eh.

Structure (ORCA input):
```
! wB97M-V def2-TZVPD RIJCOSX def2/J DEFGRID3
* xyz -1 2
Ti -0.0686 -0.7289 -0.2986
S -2.3342 0.1024 -0.0363
C -2.1072 1.8223 0.1473
C -3.1203 2.5676 0.7434
C -3.0124 3.9451 0.9015
C -4.0719 4.6615 1.5307
N -4.9457 5.2047 2.0467
C -1.8513 4.5951 0.4454
C -0.8379 3.8522 -0.1439
C -0.9358 2.4679 -0.3041
S 0.3693 1.5951 -1.0434
C -1.7105 6.0075 0.5978
N -1.5901 7.1444 0.7267
H -4.0084 2.0584 1.0925
H 0.0608 4.3509 -0.4813
N -1.0229 -2.7919 -0.6184
C -1.2152 -3.5861 0.6005
C -1.6314 -2.6296 1.7067
N -0.6259 -1.5622 1.7807
H -1.9155 -2.4373 -0.9554
H -0.6256 -3.3532 -1.3621
H -0.2584 -4.0491 0.8523
H -1.9635 -4.3745 0.4836
H -1.7530 -3.1621 2.6529
H -2.5820 -2.1699 1.4366
H 0.1805 -1.8707 2.3137
H -1.0072 -0.7440 2.2422
N 0.0390 -1.0154 -2.2726
C 0.5878 -1.3345 -3.2505
C 1.1545 -1.8276 -4.3969
C 1.7005 -0.9988 -5.4039
N 2.1453 -0.3427 -6.2412
C 1.1798 -3.2366 -4.5292
N 1.1770 -4.3898 -4.5919
Cl 2.2031 -2.6521 -0.7444
C 2.7231 -1.3376 0.2719
C 1.7014 -0.5087 0.7216
C 2.0964 0.4457 1.6650
Cl 0.8416 1.3305 2.4724
C 3.4167 0.6479 2.0349
Cl 3.8360 1.8554 3.1886
C 4.4128 -0.1579 1.4801
Cl 6.0623 0.0756 1.9085
C 4.0578 -1.1911 0.6179
Cl 5.2495 -2.2779 0.0122
*
```



# 3
C4H6N2 | the ωB97M-V functional and the def2-TZVPD basis

As for the electronic energy: -265.46127 Ha. The structure (SMILES) is CN1C[C@H]1C#N. The calculation puts the frontier orbital gap at 10.855 eV. The energy relative to the best compared isomer or geometry (same formula, charge and spin) comes out at 195.1 kJ/mol. As for the LUMO energy: 0.031 Eh.

Structure (ORCA input):
```
! wB97M-V def2-TZVPD RIJCOSX def2/J DEFGRID3
* xyz 0 1
C 1.3007 0.9027 -0.2243
N 0.4163 -0.2327 -0.3511
C -0.8813 -0.1849 -0.9586
C -0.7213 -0.3270 0.5272
C -0.7241 -1.5438 1.3207
N -0.5840 -2.4476 2.0287
H 2.0249 0.6524 0.5570
H 0.7967 1.8439 0.0501
H 1.8441 1.0341 -1.1632
H -1.1479 -1.0271 -1.5934
H -1.2803 0.7801 -1.2872
H -1.0437 0.5500 1.0941
*
```



# 4
C8H21NO9V | the ωB97M-V functional and the def2-TZVPD basis

As for the electronic energy: -1992.96770 Ha. The calculation puts the frontier orbital gap at 2.120 eV. The energy relative to the best compared isomer or geometry (same formula, charge and spin) comes out at 759.4 kJ/mol. As for the LUMO energy: -0.058 Eh.

Structure (ORCA input):
```
! wB97M-V def2-TZVPD RIJCOSX def2/J DEFGRID3
* xyz -1 1
O 5.0359 16.6359 -6.4487
V 5.2166 16.8399 -4.9220
O 4.9502 15.3976 -4.2391
C 10.0980 13.7569 -6.1171
C 10.9120 15.0559 -6.0065
C 11.5786 15.4446 -7.3615
O 10.0482 16.0518 -5.4944
H 9.3595 13.8532 -6.9130
H 9.6641 13.4493 -5.1657
H 10.7112 12.8615 -6.2181
H 11.7537 14.8854 -5.3352
H 12.2794 14.6541 -7.6297
H 12.2991 16.2422 -7.1802
H 10.8594 15.6507 -8.1543
C 4.8967 24.3410 -7.0128
C 6.0092 23.6566 -6.2112
O 5.8217 22.4505 -5.8109
O 7.0899 24.2439 -5.9078
H 4.8738 25.4087 -6.7947
H 3.8919 23.9682 -6.8142
H 5.1185 24.2295 -8.0741
C -0.2029 17.0621 -3.0452
O 0.7762 18.0103 -3.5837
H -1.2433 17.2005 -3.3392
H 0.0690 16.0656 -3.3934
H -0.2697 17.0333 -1.9576
H 0.5530 18.8494 -3.1743
C 4.4321 20.4534 0.6692
O 4.8441 19.2868 -0.0763
H 4.4199 21.3569 0.0596
H 3.3905 20.3909 0.9842
H 5.0484 20.6530 1.5458
H 4.9911 18.4985 0.4514
C -2.0984 14.9347 -12.3311
N -1.6387 14.8610 -10.8830
O -0.4479 14.9631 -10.5146
O -2.5097 14.6734 -10.0112
H -2.4180 15.9617 -12.5075
H -2.9648 14.2768 -12.3998
H -1.2949 14.5997 -12.9871
*
```



# 5
C3H12N2OS | the ωB97M-V functional and the def2-TZVPD basis

As for the electronic energy: -704.42120 Ha. The structure (SMILES) is NCNCCS.O. The calculation puts the frontier orbital gap at 9.706 eV. The energy relative to the best compared isomer or geometry (same formula, charge and spin) comes out at 44.7 kJ/mol. As for the LUMO energy: 0.030 Eh.

Structure (ORCA input):
```
! wB97M-V def2-TZVPD RIJCOSX def2/J DEFGRID3
* xyz 0 1
C -0.4992 -0.3829 0.9170
C -0.9365 -1.7644 0.4278
S -2.7432 -1.8001 0.2705
N 0.9488 -0.3467 1.1439
C 1.5259 0.9633 0.9306
N 1.3662 1.3952 -0.4805
H -0.7955 0.3506 0.1677
H -0.9321 -0.0961 1.8731
H -0.6410 -2.4266 1.2259
H -0.4769 -1.9547 -0.5163
H -2.8062 -1.5837 -1.0483
H 1.4366 -1.0235 0.5714
H 0.8943 1.6454 1.4947
H 2.5496 0.9662 1.2052
H 1.3381 2.3975 -0.6108
H 2.0642 0.9797 -1.0897
H -0.1192 0.7583 -1.7209
H -1.3919 1.3336 -2.3442
O -0.7820 0.5890 -2.4172
*
```



# 6
C30H48Cl2MnN3O6Si | the ωB97M-V functional and the def2-TZVPD basis

As for the electronic energy: -4148.73488 Ha. The calculation puts the frontier orbital gap (alpha / beta) at 7.140 / 7.308 eV. The expectation value of S² is 8.753. The energy relative to the best compared isomer or geometry (same formula, charge and spin) comes out at 68.5 kJ/mol. As for the LUMO energy (alpha / beta): 0.087 / 0.087 Eh.

Structure (ORCA input):
```
! wB97M-V def2-TZVPD RIJCOSX def2/J DEFGRID3
* xyz -1 6
C -1.8953 -0.2921 -4.3951
C -1.2932 -1.4530 -3.7194
H -1.6212 -0.1919 -5.4467
H -1.5152 0.6003 -3.8835
H -2.9785 -0.2813 -4.2344
C -0.7917 -2.5101 -4.3762
C -0.6543 -2.5746 -5.8495
H -0.5977 -3.4336 -3.8369
H -0.7362 -1.6054 -6.3464
H -1.4261 -3.2397 -6.2489
H 0.3179 -2.9984 -6.1108
Mn 0.0778 0.6414 -0.2085
Cl 0.7556 3.0487 -0.4421
C -0.1355 -2.0557 1.3530
O 0.6967 -1.2311 0.9137
N 0.1944 -2.9950 2.2544
C 1.5812 -3.0518 2.6879
C -0.7062 -4.0596 2.6611
H -1.1815 -2.0367 0.9925
H 2.0416 -2.1039 2.3884
H 2.1095 -3.8869 2.2020
H 1.6323 -3.2077 3.7726
H -1.7473 -3.7936 2.4432
H -0.6023 -4.2509 3.7319
H -0.4921 -5.0049 2.1442
H 0.5888 2.7034 5.0323
H -1.6024 4.3021 3.9795
C 1.0585 3.1135 4.1232
C -0.8160 4.4794 3.2294
N 0.0535 3.3285 3.0847
H 1.8292 2.4242 3.7631
C -0.1999 2.4122 2.1266
O 0.4146 1.3304 1.9996
H -1.2903 4.6937 2.2671
H -1.0476 2.6755 1.4511
H 1.5139 4.0834 4.3808
H -0.2412 5.3566 3.5440
H 1.3069 -0.0819 -3.7890
H 2.1990 -2.7248 -3.5760
C 2.2745 0.1208 -3.3093
C 3.0621 -2.2137 -3.1196
N 2.6242 -1.0007 -2.4418
H 2.2295 1.0484 -2.7227
C 2.8182 -0.8464 -1.1113
O 2.5071 0.1908 -0.4932
H 3.5248 -2.8701 -2.3666
H 3.2975 -1.7445 -0.6499
H 3.0383 0.2101 -4.0927
H 3.7990 -1.9634 -3.8968
O -0.2224 -0.3875 -2.0138
C -1.2195 -1.3027 -2.1906
C 0.1534 -3.2873 -1.3927
C -1.0926 -2.6853 -1.5138
H 1.0392 -2.6900 -1.6643
C 0.2311 -4.6355 -1.0201
H -2.1858 -0.8686 -1.8534
C -2.2521 -3.3532 -1.1089
H 1.2033 -5.1262 -0.9268
C -0.9369 -5.3343 -0.6910
C -2.1755 -4.6949 -0.7462
H -3.2067 -2.8214 -1.1610
H -0.8974 -6.3801 -0.3931
H -3.0871 -5.2162 -0.4489
Si -0.3038 4.1110 -2.1460
Cl -0.8157 2.4198 -3.2507
C 1.5377 4.8054 -2.3380
C -1.7966 4.6725 -1.0564
C -0.8256 5.5070 -3.4833
H 2.3483 4.0565 -2.2477
H 1.6730 5.5377 -1.5276
H 1.6533 5.3099 -3.3101
H -0.0652 5.4927 -4.2853
H -0.8594 6.5359 -3.0731
H -1.8069 5.2932 -3.9391
H -2.1117 3.9249 -0.3097
H -2.6658 4.9410 -1.6827
H -1.5228 5.6098 -0.5526
O -4.0366 0.5161 0.7006
C -2.9178 0.4253 1.2283
O -1.8105 0.2524 0.5782
C -2.8211 0.5092 2.7396
C -3.9038 1.0778 3.4172
C -3.8278 1.3512 4.7944
C -2.6469 1.0656 5.5039
C -1.5879 0.4336 4.8438
C -1.7009 0.1150 3.4920
H -4.8137 1.3060 2.8590
H -4.6895 1.7932 5.3035
H -2.5651 1.3321 6.5633
H -0.6676 0.1852 5.3767
H -0.9038 -0.4390 3.0132
*
```



no.,F_max (eV/A)
1,3.62
2,2.24
3,1.10
4,3.56
5,2.20
6,3.67